C34H31CaN5O2 as an isolated structure in a non-equilibrium geometry. Source: OMol25; level of theory: the ωB97M-V functional and the def2-TZVPD basis.

XYZ file:
```
73
Properties=species:S:1:pos:R:3:forces:R:3:mulliken_charge:R:1
Ca -0.3564 0.2149 -0.2407 -0.95 0.16 0.29 1.39
O 0.6666 -1.9544 -3.9604 -0.04 0.00 0.01 -0.87
C 0.1959 -1.3679 -2.9669 0.18 0.06 -0.05 0.24
N 0.7158 -0.4276 -2.1906 -0.03 -0.05 0.05 0.21
C 1.9991 0.1247 -2.3457 0.13 -0.02 -0.05 0.08
C 2.9203 -0.3118 -3.3045 -0.08 0.01 0.01 -0.93
C 4.1900 0.2436 -3.4075 0.02 0.01 0.00 -0.62
C 4.5703 1.2548 -2.5457 0.00 -0.02 -0.02 -0.59
C 3.6824 1.7118 -1.5794 -0.05 0.03 0.02 -1.02
C 2.3952 1.1778 -1.4477 0.11 -0.01 -0.04 -0.28
N 1.4714 1.5977 -0.4796 -0.02 -0.07 0.00 0.69
C 1.6686 2.5796 0.3907 0.12 0.04 -0.03 0.24
O 2.6595 3.3120 0.5706 -0.04 -0.01 0.00 -0.88
C 0.4586 2.8752 1.3079 0.22 0.10 -0.06 0.04
C 0.5951 3.9040 2.2343 -0.04 0.01 -0.03 -0.71
C -0.4829 4.2368 3.0368 -0.02 -0.03 -0.02 -0.38
C -1.6755 3.5491 2.8828 0.01 0.01 0.01 -0.83
C -1.7282 2.5366 1.9391 -0.01 -0.06 0.02 -0.57
N -0.6850 2.1916 1.1901 0.30 -0.01 0.04 0.48
C -1.2352 -1.8009 -2.5791 0.08 -0.03 -0.16 0.23
C -1.8529 -2.7565 -3.3855 0.00 0.01 0.00 -0.72
C -3.1382 -3.1658 -3.0895 0.01 0.02 0.01 -0.32
C -3.7831 -2.6176 -1.9893 -0.01 -0.01 -0.01 -0.94
C -3.0993 -1.6818 -1.2361 0.02 0.01 0.05 -0.64
N -1.8630 -1.2786 -1.5214 0.21 -0.20 -0.10 0.47
H 2.6128 -1.1027 -3.9694 0.00 0.00 0.00 0.43
H 4.8755 -0.1262 -4.1631 0.00 0.00 0.00 0.35
H 5.5603 1.6944 -2.6119 0.00 0.00 0.00 0.36
H 3.9685 2.4977 -0.8990 0.00 0.00 0.00 0.43
H 1.5467 4.4121 2.2837 0.00 0.00 0.00 0.47
H -0.3978 5.0346 3.7663 0.00 0.00 0.00 0.37
H -2.5587 3.7934 3.4577 0.00 0.00 0.00 0.43
H -2.6502 1.9896 1.7682 0.02 0.00 0.02 0.42
H -1.2898 -3.1397 -4.2234 0.00 0.00 0.00 0.50
H -3.6364 -3.9048 -3.7068 0.00 0.00 0.00 0.38
H -4.7900 -2.9044 -1.7167 0.00 0.00 0.01 0.39
H -3.5609 -1.2242 -0.3684 0.00 -0.01 0.01 0.58
C 3.7257 -3.9464 0.5669 0.00 0.02 0.02 -0.92
N 3.6409 -2.5637 0.9505 -0.01 0.01 -0.02 0.23
C 4.4763 -2.1801 2.0559 -0.02 -0.01 -0.01 -0.91
C 2.3439 -1.9150 0.8398 0.00 -0.01 0.01 -0.99
C 1.2297 -2.2349 1.8329 -0.01 0.00 -0.01 1.38
C 1.3992 -3.1819 2.8382 -0.01 0.02 -0.01 -0.49
C 0.3648 -3.4601 3.7307 0.02 0.00 0.00 -0.80
C -0.8335 -2.7808 3.6033 -0.04 0.00 0.02 -0.78
C -0.9817 -1.8344 2.5856 0.05 -0.04 0.02 -0.34
C 0.0234 -1.5165 1.6620 -0.10 0.07 -0.07 0.30
H 4.7640 -4.1952 0.3181 0.00 0.00 0.00 0.36
H 3.1182 -4.1094 -0.3248 0.00 0.00 0.00 0.24
H 3.3900 -4.6649 1.3340 0.00 0.00 0.01 0.27
H 5.5222 -2.4121 1.8234 0.00 0.00 0.00 0.36
H 4.2339 -2.6705 3.0137 0.00 0.00 0.01 0.27
H 4.3962 -1.1026 2.2086 0.01 0.00 0.00 0.24
H 1.9660 -2.1159 -0.1688 0.01 0.00 0.00 0.16
H 2.5181 -0.8336 0.8685 0.00 -0.01 0.00 0.19
H 2.3356 -3.7161 2.9426 0.03 -0.01 0.00 0.09
H 0.5028 -4.1994 4.5138 0.00 0.00 0.00 0.33
H -1.6499 -2.9833 4.2923 0.00 0.00 -0.01 0.35
H -1.9448 -1.3230 2.5306 0.00 0.00 0.00 0.32
C -1.9450 2.0429 -1.9458 -0.06 -0.13 0.15 -2.07
C -3.0254 2.4837 -1.1941 0.05 0.03 -0.03 1.76
C -4.2277 1.7111 -1.0094 -0.01 0.00 0.00 -0.61
C -5.2476 2.1152 -0.1772 0.02 0.01 0.00 -0.34
C -5.2014 3.3295 0.5209 -0.04 0.00 0.02 -0.78
C -4.0769 4.1362 0.3109 0.04 -0.02 -0.05 -0.27
C -3.0373 3.7463 -0.5032 -0.05 0.04 0.00 -0.86
H -1.0861 2.6803 -2.1189 -0.01 0.03 0.01 0.12
H -2.0293 1.1447 -2.5463 -0.01 0.04 -0.06 0.50
H -4.3219 0.7760 -1.5521 0.00 0.00 0.00 0.49
H -6.1183 1.4718 -0.0726 0.00 0.00 0.01 0.34
H -6.0128 3.6436 1.1660 0.00 0.00 0.00 0.33
H -4.0064 5.0960 0.8174 0.00 0.00 0.00 0.39
H -2.1739 4.3958 -0.6134 0.00 0.00 -0.01 0.27
```
Forces are in eV/Å.

Calculated values
Energy above the lowest of the compared OMol25 structures with the same formula, charge and spin = 0.416 eV
Molecular weight = 581.73 g mol⁻¹
Largest force on an atom = 1.012 eV/A
Charge = -2
Electronic energy = -65748.250 eV
HOMO energy = -0.359 eV



A 2-piece molecular cluster, C9H14 overall in a non-equilibrium geometry. Source: OMol25; level of theory: the ωB97M-V functional and the def2-TZVPD basis.

XYZ file:
```
23
Properties=species:S:1:pos:R:3:forces:R:3:nbo_charge:R:1
C -0.0353 0.9517 -0.4449 -0.70 1.33 -0.72 -0.64
C -0.3562 0.7487 1.0017 0.43 -0.63 0.15 0.00
C 0.0740 1.6101 1.9922 -0.91 0.61 0.18 -0.23
C -0.1873 1.3812 3.3523 0.11 1.27 0.37 -0.20
C -0.7357 0.2106 3.8133 0.39 -0.23 -2.49 -0.23
C -1.0539 -0.7168 2.7695 -0.31 0.82 2.89 -0.19
C -0.9623 -0.4326 1.4242 0.54 -1.05 0.62 -0.24
H -0.3090 0.0847 -1.0335 0.36 -0.21 -0.06 0.22
H 0.9822 1.2943 -0.6227 0.34 -0.61 0.17 0.22
H -0.5829 1.7928 -0.9235 -0.23 -0.35 0.55 0.22
H 0.4463 2.5635 1.6513 0.39 0.20 0.26 0.21
H -0.0423 2.1814 4.0885 0.42 -0.18 -0.44 0.21
H -0.8306 0.0480 4.8780 -0.27 -0.35 -0.16 0.22
H -1.4154 -1.6063 3.2462 -0.38 -0.95 -0.92 0.21
H -1.1704 -1.2722 0.7688 -0.20 0.38 -0.38 0.21
C 1.3583 -1.3004 -2.7897 0.47 -0.37 -0.36 -0.63
C 0.1003 -0.9408 -3.6268 0.18 0.03 0.06 -0.63
H 1.3422 -1.7293 -1.7892 -0.77 0.66 0.33 0.22
H 1.9764 -2.0676 -3.2569 -0.29 -0.12 -0.66 0.21
H 2.0065 -0.4300 -2.8524 0.10 0.07 0.68 0.21
H 0.2151 0.1100 -3.8668 0.16 0.10 -0.70 0.21
H -0.9320 -0.9121 -3.2608 0.37 -0.80 0.74 0.21
H 0.1121 -1.5691 -4.5188 -0.20 0.38 -0.12 0.21
```
Forces are in eV/Å.

Calculated values
SMILES string = Cc1ccccc1.CC
Energy above the lowest of the compared OMol25 structures with the same formula, charge and spin = 1.119 eV
Molecular weight = 122.21 g mol⁻¹
Largest force on an atom = 3.020 eV/A
Electronic energy = -9559.062 eV
HOMO energy = -8.981 eV



C24H20Cl2F2Zn as an isolated structure in a non-equilibrium geometry. Source: OMol25; level of theory: the ωB97M-V functional and the def2-TZVPD basis.

XYZ file:
```
49
Properties=species:S:1:pos:R:3:forces:R:3:nbo_charge:R:1
C -3.1771 -0.1568 -5.2522 -0.01 0.05 -0.37 -0.60
C -2.6861 -0.3190 -3.8586 0.33 -0.36 -0.06 -0.27
C -1.9562 -1.4441 -3.4730 -0.21 0.44 0.83 0.48
F -1.7301 -2.3979 -4.4283 -0.15 -0.20 -0.04 -0.38
C -1.4639 -1.6582 -2.1935 -0.15 0.29 -0.50 -0.40
C -1.5482 -0.5882 -1.2522 0.43 0.11 1.23 0.01
C -0.9590 -0.5333 0.0354 -1.00 -0.39 -0.08 -0.39
C -0.2732 -1.5285 0.7890 -0.39 0.69 -0.05 0.01
C 0.4794 -2.6216 0.2768 -0.21 -0.11 0.35 -0.39
C 1.0992 -3.4699 1.1783 -0.53 0.41 0.46 0.48
F 1.7394 -4.5797 0.6961 0.25 0.02 -0.08 -0.38
C 1.0837 -3.3037 2.5673 0.03 -0.03 -0.74 -0.23
C 1.8659 -4.1993 3.4587 0.15 -0.31 0.27 -0.61
C 0.3480 -2.2200 3.0610 -0.15 0.35 -0.42 -0.20
C -0.3190 -1.3646 2.2090 0.28 -0.28 0.18 -0.23
C -2.3399 0.5422 -1.6245 -0.29 0.39 -0.50 -0.26
C -2.8768 0.6728 -2.8881 0.25 -0.20 0.63 -0.19
H -3.8191 0.7233 -5.3039 0.02 0.09 -0.11 0.19
H -2.3426 -0.0214 -5.9538 -0.19 -0.01 -0.10 0.19
H -3.7710 -1.0097 -5.5940 0.07 -0.05 -0.07 0.19
H -1.0624 -2.6225 -1.9027 0.13 0.18 -0.28 0.21
H -1.2225 0.3694 0.6102 0.16 -0.52 -0.28 0.19
H 0.5631 -2.7822 -0.7941 0.13 -0.07 0.29 0.22
H 1.7871 -3.8380 4.4860 0.13 0.01 0.02 0.20
H 1.4992 -5.2315 3.4606 0.07 -0.06 -0.08 0.19
H 2.9233 -4.2203 3.1691 -0.07 -0.08 0.14 0.20
H 0.3239 -2.0447 4.1367 0.00 -0.04 -0.13 0.19
H -0.8904 -0.5227 2.6072 0.23 -0.25 -0.13 0.20
H -2.5207 1.3131 -0.8666 0.18 -0.29 -0.32 0.19
H -3.4403 1.5701 -3.1474 0.02 -0.15 0.00 0.18
Cl -2.1324 5.4200 -1.7073 -0.40 0.08 0.20 -0.73
Zn -2.7509 4.2469 -0.0577 0.88 -0.69 0.02 1.43
Cl -2.9652 2.8510 1.5280 -0.28 0.53 -0.23 -0.71
C 1.4254 3.3290 -0.5430 -0.36 0.15 0.38 -0.43
C 1.0518 2.1818 -1.2955 0.92 -0.19 0.96 -0.28
C 1.4515 1.0323 -0.5733 0.39 0.33 0.02 -0.32
C 1.9802 1.4452 0.6921 -0.30 0.63 -0.77 -0.14
C 1.9626 2.9055 0.7100 -0.29 -0.28 -0.83 -0.02
C 2.4127 3.6091 1.8361 0.13 -0.38 0.43 -0.27
C 2.8060 2.8956 2.9715 -0.27 0.49 -0.35 -0.30
C 2.7569 1.4850 2.9836 0.12 -0.46 -0.48 -0.31
C 2.3892 0.7636 1.8424 0.30 0.09 0.45 -0.20
H 1.3119 4.3732 -0.8195 -0.13 -0.08 -0.12 0.17
H 0.5399 2.1944 -2.2542 0.20 -0.07 0.07 0.19
H 1.4362 0.0007 -0.9069 -0.30 0.20 0.02 0.20
H 2.4184 4.7009 1.8031 0.06 -0.14 0.19 0.17
H 3.1283 3.4288 3.8672 -0.05 -0.07 -0.13 0.17
H 3.0418 0.9516 3.8896 0.00 0.03 -0.11 0.18
H 2.4223 -0.3279 1.8255 -0.10 0.20 0.20 0.20
```
Forces are in eV/Å.

Calculated values
Molecular weight = 482.72 g mol⁻¹
Largest force on an atom = 1.342 eV/A
Charge = -2
Electronic energy = -104111.725 eV
HOMO energy = 0.690 eV



One molecule with the formula C3H5N3. Source: OMol25; level of theory: the ωB97M-V functional and the def2-TZVPD basis.

XYZ file:
```
11
Properties=species:S:1:pos:R:3:forces:R:3:nbo_charge:R:1
N -0.7901 -1.5511 -0.4873 -0.08 -0.01 0.10 -0.81
C -0.2535 -0.3052 -0.1050 0.03 0.07 0.08 0.22
C 1.1581 -0.0247 -0.3884 0.09 0.24 0.06 0.07
N 1.7092 1.0565 0.0017 -0.04 -0.43 -0.23 -0.59
C -1.5024 1.7210 0.6043 0.34 -0.81 -0.13 0.00
N -0.9636 0.6239 0.3954 -0.41 0.84 0.10 -0.32
H -1.7973 -1.5702 -0.3867 0.10 -0.02 -0.02 0.38
H -0.3828 -2.3293 0.0179 -0.03 0.03 -0.06 0.37
H 1.6540 -0.8105 -0.9687 0.05 0.11 0.03 0.17
H 2.6721 1.0967 -0.3308 -0.06 0.01 0.08 0.34
H -1.5782 1.9910 1.6650 0.01 -0.02 0.00 0.17
```
Forces are in eV/Å.

Calculated values
Energy above the lowest of the compared OMol25 structures with the same formula, charge and spin = 3.052 eV
Molecular weight = 83.09 g mol⁻¹
Largest force on an atom = 0.936 eV/A
Electronic energy = -7659.403 eV
HOMO energy (spin up / spin down) = -7.693 / -7.692 eV